Version A
A cluster of 2 separate species, C2H9N2S2 in total, computed with ωB97M-V/def2-TZVPD.

The value obtained for the molar mass is 125.2 g mol⁻¹. For the LUMO energy, the calculation gives -3.80 eV. The net charge is +1. The HOMO energy is -12.566 eV.

Last column: Löwdin charge in e.
CARTESIAN COORDINATES (ANGSTROEM)
C -0.57330 -2.15371 1.93175  -0.4256
S 0.63386 -1.14088 1.01206  0.4568
S 0.29363 -1.39493 -1.07419  0.4370
H -1.58451 -1.74934 1.75509  0.0456
H -0.21346 -2.03343 2.94974  0.0361
H -0.62103 -3.23114 1.67477  0.0583
H -0.62006 -2.38859 -1.13297  -0.1175
N -0.86067 1.43707 -0.95517  0.0967
C 0.21417 2.22081 -0.85741  -0.1799
N 1.44725 1.72714 -0.66510  0.1580
H -0.42468 0.36853 -1.13203  -0.0268
H -1.63504 1.87249 -1.49191  0.1443
H 0.14286 3.39233 -0.76464  0.1954
H 2.20517 2.23429 -0.99878  0.1062
H 1.59582 0.83935 -0.25119  0.0152

***

Version B
A cluster of 2 separate species, C2H9N2S2 in total, computed with ωB97M-V/def2-TZVPD.

The value obtained for the molar mass is 125.2 g mol⁻¹. For the LUMO energy, the calculation gives -3.88 eV. The net charge is +1. The HOMO energy is -11.313 eV.

Last column: Löwdin charge in e.
CARTESIAN COORDINATES (ANGSTROEM)
C -0.24328 0.05228 -1.84467  -0.6275
C -0.14553 -0.55477 0.84503  -0.5383
N -1.51417 0.14045 -1.57053  0.1103
N 1.18438 -1.06983 1.68301  0.0571
S 0.83331 1.27517 -2.00316  0.9669
S -0.34256 1.24404 1.21174  0.6182
H 0.16638 -0.87573 -1.98791  0.0586
H -0.95386 -0.95053 1.46931  -0.0019
H -2.21817 -0.60606 -1.45257  0.1736
H -1.81847 1.02801 -1.42477  0.0578
H 1.90198 -0.55064 1.32203  0.0647
H 1.03212 -2.11901 1.52896  0.1751
H 1.14624 -0.83292 2.68542  0.1324
H 0.04288 2.17661 -1.40541  -0.0931
H 0.92876 1.64292 0.94353  -0.1539

***

Stability, highest: version A